Record 1
The following is a quantum chemistry calculation of a molecular structure, C26H53Br12Cl12O12P3 at a distorted geometry, from the Open Molecules 2025 dataset.

orbital gap = 9.7 eV
total charge = 0
multiplicity = 1

Each line ends with the Löwdin charge.
Positions of all 118 atoms, in Å:
C (2.978, -5.248, 1.502)  -1.52
Br (2.901, -7.051, 0.740)  0.54
Br (4.253, -4.203, 0.450)  0.55
Br (3.523, -5.274, 3.375)  0.56
H (2.026, -4.742, 1.419)  -0.05
C (1.901, -3.180, -3.071)  -1.56
Br (1.865, -4.991, -2.390)  0.61
Br (1.911, -3.280, -5.027)  0.59
Br (3.287, -2.055, -2.345)  0.63
H (0.986, -2.692, -2.769)  -0.06
C (-0.279, -3.440, 4.354)  -1.51
Br (-0.684, -5.186, 3.626)  0.64
Br (0.949, -3.429, 5.862)  0.58
Br (-1.948, -2.565, 4.937)  0.64
H (0.060, -2.796, 3.556)  -0.07
C (-3.270, 4.763, -0.428)  -1.54
Br (-3.927, 4.085, -2.119)  0.58
Br (-1.365, 4.758, -0.376)  0.66
Br (-3.898, 3.527, 0.981)  0.55
H (-3.612, 5.760, -0.207)  -0.02
C (4.672, 2.720, 4.760)  -0.07
C (3.501, 2.148, 4.011)  -0.27
O (2.319, 2.871, 4.411)  -0.16
P (1.036, 2.746, 3.496)  0.39
O (1.282, 2.975, 2.072)  -0.24
O (0.507, 1.302, 3.914)  -0.16
C (-0.749, 0.885, 3.446)  -0.30
C (-1.678, 0.642, 4.614)  -0.11
O (-0.006, 3.735, 4.169)  -0.15
C (-0.821, 4.550, 3.299)  -0.28
C (-2.116, 5.035, 3.932)  -0.08
H (5.557, 2.085, 4.697)  0.08
H (4.893, 3.735, 4.434)  0.08
H (4.481, 2.763, 5.837)  0.08
H (3.649, 2.282, 2.937)  0.10
H (3.331, 1.093, 4.236)  0.09
H (-1.226, 1.497, 2.668)  0.11
H (-0.667, -0.063, 2.902)  0.07
H (-2.455, -0.111, 4.462)  -0.02
H (-1.072, 0.255, 5.437)  0.07
H (-2.273, 1.488, 4.970)  0.07
H (-0.263, 5.475, 3.123)  0.12
H (-1.058, 4.024, 2.376)  0.03
H (-2.755, 4.356, 4.504)  0.08
H (-1.998, 5.900, 4.590)  0.08
H (-2.724, 5.364, 3.083)  0.04
C (-0.516, 1.133, -0.460)  -0.07
C (-0.536, -0.184, -1.197)  -0.26
O (0.490, -1.044, -0.693)  -0.19
P (0.198, -1.958, 0.563)  0.39
O (-0.921, -1.496, 1.401)  -0.23
O (0.095, -3.449, 0.023)  -0.22
C (-1.229, -4.113, 0.097)  -0.23
C (-0.949, -5.577, 0.170)  -0.12
O (1.634, -2.033, 1.252)  -0.21
C (1.920, -0.984, 2.256)  -0.22
C (3.264, -1.292, 2.845)  -0.06
H (-0.684, 0.903, 0.602)  0.05
H (0.466, 1.606, -0.419)  0.04
H (-1.239, 1.875, -0.790)  0.04
H (-1.498, -0.678, -1.337)  0.10
H (-0.323, 0.071, -2.246)  0.09
H (-1.793, -3.677, 0.912)  0.07
H (-1.694, -3.796, -0.840)  0.09
H (-1.836, -6.219, 0.191)  0.08
H (-0.408, -5.899, -0.718)  0.04
H (-0.391, -5.862, 1.057)  -0.03
H (1.801, 0.016, 1.830)  0.12
H (1.133, -1.120, 3.008)  0.08
H (4.094, -1.170, 2.148)  0.08
H (3.472, -0.634, 3.695)  0.06
H (3.307, -2.309, 3.236)  0.03
C (2.808, 1.602, -4.239)  -0.07
C (2.141, 0.361, -4.801)  -0.29
O (1.224, 0.633, -5.884)  -0.17
P (0.002, 1.619, -5.629)  0.38
O (-0.731, 1.280, -4.398)  -0.25
O (-0.878, 1.513, -6.923)  -0.17
C (-1.763, 0.393, -7.136)  -0.26
C (-3.001, 0.907, -7.815)  -0.07
O (0.669, 3.062, -5.731)  -0.17
C (-0.150, 4.127, -5.187)  -0.25
C (0.174, 4.313, -3.731)  -0.11
H (3.371, 1.279, -3.360)  0.07
H (3.521, 2.009, -4.960)  0.09
H (2.103, 2.381, -3.990)  0.03
H (2.809, -0.390, -5.199)  0.08
H (1.571, -0.063, -3.968)  0.08
H (-1.217, -0.282, -7.794)  0.12
H (-1.900, -0.083, -6.166)  0.08
H (-3.449, 1.737, -7.266)  0.08
H (-2.708, 1.326, -8.778)  0.08
H (-3.734, 0.111, -7.919)  0.08
H (-0.074, 5.046, -5.781)  0.12
H (-1.219, 3.926, -5.355)  0.12
H (-0.259, 3.511, -3.130)  0.05
H (1.231, 4.438, -3.508)  0.05
H (-0.333, 5.222, -3.381)  0.07
C (-0.159, -8.932, 3.826)  -1.52
Cl (1.425, -8.204, 4.028)  0.50
Cl (-0.968, -8.343, 2.369)  0.53
Cl (-1.184, -8.594, 5.243)  0.51
H (0.053, -9.988, 3.753)  0.01
C (-4.641, -1.110, 1.975)  -1.51
Cl (-5.574, -1.083, 3.504)  0.50
Cl (-5.390, 0.073, 0.875)  0.49
Cl (-4.717, -2.703, 1.280)  0.55
H (-3.637, -0.754, 2.156)  0.00
C (-3.782, -1.944, -3.606)  -1.50
Cl (-2.177, -2.746, -3.624)  0.52
Cl (-3.559, -0.199, -3.745)  0.57
Cl (-4.626, -2.403, -2.136)  0.53
H (-4.292, -2.240, -4.510)  0.01
C (2.728, 4.920, -0.022)  -1.55
Cl (4.185, 4.810, 0.991)  0.53
Cl (2.503, 3.433, -0.931)  0.58
Cl (2.829, 6.331, -1.076)  0.53
H (1.892, 5.075, 0.644)  -0.02


Record 2
The following is a quantum chemistry calculation of 2 unconnected molecules or ions with the total composition C3H9NOS2 at a distorted geometry, from the Open Molecules 2025 dataset.

orbital gap (alpha / beta) = 6.2 / 5.7 eV
total charge = 0
multiplicity = 3

Each line ends with the Löwdin charge.
Positions of all 16 atoms, in Å:
C (3.314, 1.056, 0.631)  -0.52
C (-1.293, 1.873, -0.978)  -0.25
C (-1.091, -0.835, -0.701)  -0.52
N (-0.700, -1.347, 0.352)  0.07
O (-2.901, 0.320, 0.524)  -0.53
S (2.764, -0.658, 0.445)  0.58
S (-2.438, 0.435, -0.872)  0.92
H (2.966, 1.457, 1.605)  0.03
H (3.072, 1.555, -0.334)  0.03
H (4.409, 1.092, 0.769)  0.02
H (-0.766, 1.724, -1.880)  0.02
H (-0.567, 1.838, -0.217)  0.03
H (-1.731, 2.854, -1.064)  0.05
H (-0.613, -1.211, -1.631)  0.09
H (2.398, -0.543, -0.909)  -0.12
H (-1.249, -1.053, 1.226)  0.12


Record 3
The following is a quantum chemistry calculation of a single C3H4N2O3 molecule at a distorted geometry, from the Open Molecules 2025 dataset.

orbital gap (alpha / beta) = 9.0 / 8.3 eV
total charge = 0
multiplicity = 1

Each line ends with the Löwdin charge.
Positions of all 12 atoms, in Å:
C (-1.061, -0.149, -1.036)  -0.30
C (-0.562, 0.707, 1.074)  -0.48
C (0.859, 0.326, 0.918)  -0.04
N (0.723, -1.701, -0.040)  0.08
N (-0.293, 0.657, -1.571)  0.15
O (-1.397, -0.009, 0.276)  0.05
O (-0.910, 1.565, 1.834)  0.16
O (1.418, -0.794, 0.573)  -0.07
H (-1.650, -0.766, -1.719)  0.14
H (1.647, 1.087, 1.317)  0.18
H (1.268, -2.335, -0.639)  0.09
H (-0.043, 1.411, -0.986)  0.04


The M results, record by record, are as follows: 2034.9 139.2 116.1 g/mol.